[1]
{"formula": "C37H23Cl2N8O5Sr", "method": "ωB97M-V/def2-TZVPD", "homo_energy_ev": -3.25, "lumo_ev": 2.01, "relative_energy_ev": 15.616, "orbital_gap_ev": 5.3, "mol_weight_da": 818.168, "charge": -1, "species": ["Sr", "C", "C", "C", "C", "C", "N", "C", "C", "C", "C", "C", "C", "C", "C", "N", "C", "N", "C", "N", "C", "N", "C", "N", "C", "N", "C", "C", "C", "C", "C", "C", "C", "C", "C", "C", "C", "C", "C", "C", "N", "H", "H", "H", "H", "H", "H", "H", "H", "H", "H", "H", "H", "H", "H", "H", "H", "O", "C", "O", "C", "O", "C", "C", "O", "O", "H", "H", "H", "H", "H", "Cl", "C", "Cl", "H", "H"], "xyz": [[-0.04, 0.50, 0.53], [0.44, -6.30, 1.06], [-0.95, -6.22, 1.06], [-1.58, -5.03, 0.74], [-0.79, -3.95, 0.42], [-1.04, -2.50, 0.19], [-1.88, -2.09, -0.80], [-1.43, -3.00, -1.81], [-1.75, -4.26, -2.35], [-2.98, -4.94, -2.48], [-2.99, -6.24, -2.91], [-1.79, -6.92, -3.24], [-0.57, -6.30, -3.11], [-0.52, -4.97, -2.66], [0.57, -4.14, -2.33], [1.92, -4.34, -2.13], [2.72, -3.75, -1.27], [2.53, -2.77, -0.22], [3.77, -2.02, -0.12], [4.06, -0.77, -0.35], [3.11, 0.10, -0.84], [1.82, -0.35, -0.57], [1.31, -0.89, -1.68], [0.76, -2.10, -1.42], [1.08, -2.63, -0.02], [0.05, -1.81, 0.72], [0.58, -4.05, 0.33], [1.23, -5.22, 0.70], [2.07, -0.44, -2.83], [1.94, -0.64, -4.20], [2.93, -0.16, -5.04], [4.06, 0.49, -4.51], [4.21, 0.67, -3.15], [3.21, 0.23, -2.29], [4.79, -3.00, -0.49], [6.17, -2.96, -0.41], [6.91, -3.95, -1.04], [6.28, -4.95, -1.79], [4.90, -4.97, -1.92], [4.16, -4.00, -1.26], [-0.04, -2.94, -2.06], [0.92, -7.23, 1.36], [-1.54, -7.09, 1.33], [-2.66, -4.95, 0.75], [-3.90, -4.44, -2.22], [-3.93, -6.76, -3.00], [-1.84, -7.94, -3.60], [0.35, -6.82, -3.35], [2.31, -5.31, 0.69], [1.07, -1.15, -4.60], [2.84, -0.30, -6.11], [4.83, 0.83, -5.19], [5.10, 1.16, -2.75], [6.66, -2.16, 0.14], [7.99, -3.94, -0.97], [6.88, -5.70, -2.29], [4.39, -5.70, -2.53], [-0.45, 4.14, 1.09], [-0.36, 2.82, 1.29], [0.74, 2.28, 1.43], [-1.57, 2.25, 2.01], [-1.85, 0.93, 1.62], [-2.60, 0.92, 0.41], [-2.10, 1.96, -0.59], [-2.87, 2.45, -1.39], [-0.83, 2.22, -0.50], [0.39, 4.43, 0.70], [-2.43, 2.91, 1.87], [-1.30, 2.25, 3.07], [-3.66, 1.10, 0.60], [-2.50, -0.07, -0.06], [2.46, -0.11, 2.76], [1.91, 0.29, 4.41], [1.49, 1.99, 4.61], [2.71, 0.06, 5.10], [1.02, -0.30, 4.62]]}



[2]
{"formula": "C37H24Br2N16O3Y", "method": "ωB97M-V/def2-TZVPD", "homo_energy_ev": -11.00, "lumo_ev": -3.69, "relative_energy_ev": 0.144, "orbital_gap_ev": 7.3, "mol_weight_da": 989.422, "charge": 1, "species": ["Y", "C", "N", "C", "N", "C", "N", "C", "C", "C", "C", "C", "C", "C", "N", "N", "C", "O", "C", "C", "C", "C", "C", "C", "N", "C", "N", "C", "N", "C", "H", "H", "H", "H", "H", "H", "H", "H", "H", "H", "H", "H", "H", "H", "H", "H", "Br", "C", "C", "C", "N", "C", "C", "C", "C", "C", "Br", "C", "C", "N", "H", "H", "H", "H", "H", "H", "O", "N", "C", "C", "N", "C", "N", "N", "C", "O", "C", "C", "N", "C", "N", "H", "H"], "xyz": [[-0.16, 0.00, -0.34], [1.36, -4.94, 2.61], [1.28, -3.92, 1.56], [0.84, -2.68, 1.65], [1.04, -2.05, 0.49], [1.60, -3.02, -0.29], [1.79, -4.15, 0.33], [2.48, -4.67, 3.58], [2.44, -5.25, 4.84], [3.48, -5.05, 5.74], [4.56, -4.26, 5.40], [4.60, -3.67, 4.14], [3.57, -3.88, 3.23], [5.73, -2.82, 3.78], [6.79, -2.56, 4.46], [7.55, -1.69, 3.68], [6.89, -1.50, 2.59], [5.71, -2.17, 2.58], [7.23, -0.65, 1.45], [8.45, 0.03, 1.44], [8.75, 0.85, 0.36], [7.86, 1.00, -0.69], [6.65, 0.32, -0.68], [5.67, 0.47, -1.81], [4.33, 0.78, -1.32], [3.27, -0.02, -1.22], [2.29, 0.62, -0.59], [2.83, 1.84, -0.34], [4.07, 1.97, -0.74], [6.34, -0.52, 0.39], [1.49, -5.88, 2.09], [0.40, -4.97, 3.12], [0.38, -2.26, 2.53], [1.85, -2.88, -1.33], [1.60, -5.87, 5.12], [3.44, -5.51, 6.72], [5.37, -4.08, 6.09], [3.63, -3.43, 2.25], [9.13, -0.09, 2.26], [9.69, 1.38, 0.35], [8.10, 1.66, -1.51], [5.58, -0.45, -2.40], [5.96, 1.28, -2.48], [3.25, -1.02, -1.61], [2.29, 2.64, 0.14], [5.40, -1.05, 0.42], [1.47, 2.95, 5.97], [1.04, 2.15, 4.33], [1.93, 1.29, 3.72], [1.56, 0.75, 2.50], [0.39, 0.99, 1.91], [-0.48, 1.81, 2.52], [-0.18, 2.42, 3.73], [-1.79, 2.02, 1.84], [-2.78, 2.84, 2.37], [-3.98, 2.95, 1.69], [-5.34, 4.04, 2.38], [-4.18, 2.25, 0.51], [-3.14, 1.47, 0.06], [-1.97, 1.35, 0.69], [2.89, 1.06, 4.16], [2.23, 0.08, 1.97], [-0.88, 3.08, 4.22], [-2.64, 3.38, 3.29], [-5.10, 2.32, -0.04], [-3.25, 0.90, -0.86], [-1.81, -1.50, 0.47], [-1.64, -1.81, -0.77], [-2.21, -2.84, -1.31], [-3.06, -3.72, -0.56], [-3.74, -4.41, 0.05], [-1.90, -3.07, -2.68], [-1.60, -3.18, -3.79], [0.17, -0.54, -4.79], [0.14, 0.17, -3.66], [0.20, -0.44, -2.54], [0.04, 1.59, -3.69], [-0.07, 2.32, -4.90], [-0.16, 2.85, -5.92], [-0.05, 2.14, -2.42], [-0.10, 2.35, -1.27], [0.00, -1.54, -4.73], [0.02, -0.08, -5.68]]}



[3]
{"formula": "C37H25BrF4GeHgP", "method": "ωB97M-V/def2-TZVPD", "homo_energy_ev": [-0.34, 0.59], "lumo_ev": [4.44, 4.43], "spin_multiplicity": 2, "relative_energy_ev": 0.000, "orbital_gap_ev": [4.8, 3.8], "s_squared": 1.765, "mol_weight_da": 929.677, "charge": -2, "species": ["Hg", "F", "C", "C", "F", "C", "F", "C", "P", "C", "C", "C", "C", "C", "C", "C", "C", "C", "C", "C", "C", "C", "Br", "C", "F", "H", "H", "H", "H", "H", "H", "H", "H", "H", "H", "C", "Ge", "C", "C", "C", "C", "C", "C", "C", "C", "C", "C", "C", "C", "C", "C", "C", "C", "C", "C", "H", "H", "H", "H", "H", "H", "H", "H", "H", "H", "H", "H", "H", "H", "H"], "xyz": [[-1.15, 0.69, -0.26], [-4.09, 4.30, 4.73], [-2.94, 4.12, 4.03], [-1.80, 3.63, 4.66], [-1.76, 3.61, 6.02], [-0.72, 3.24, 3.93], [0.41, 2.91, 4.63], [-0.70, 3.20, 2.51], [0.68, 2.57, 1.56], [1.16, 0.98, 2.35], [2.38, 0.41, 1.98], [2.76, -0.84, 2.44], [1.92, -1.55, 3.30], [0.69, -1.00, 3.66], [0.31, 0.25, 3.17], [2.06, 3.68, 2.18], [2.16, 4.91, 1.53], [3.09, 5.87, 1.94], [3.93, 5.62, 3.01], [3.84, 4.40, 3.67], [2.91, 3.44, 3.26], [-1.80, 3.92, 1.92], [-1.74, 4.51, 0.10], [-2.88, 4.33, 2.65], [-3.92, 4.99, 2.08], [3.04, 0.96, 1.31], [3.70, -1.28, 2.13], [2.21, -2.52, 3.67], [0.02, -1.55, 4.31], [-0.66, 0.66, 3.43], [1.51, 5.11, 0.69], [3.15, 6.82, 1.41], [4.65, 6.36, 3.34], [4.49, 4.19, 4.51], [2.85, 2.49, 3.78], [0.06, 0.09, -2.05], [-0.44, -1.72, -2.50], [-0.02, -3.17, -1.21], [-0.77, -3.23, -0.03], [-0.39, -4.05, 1.04], [0.77, -4.81, 0.95], [1.54, -4.75, -0.20], [1.15, -3.94, -1.27], [0.34, -2.22, -4.27], [0.41, -1.19, -5.22], [0.90, -1.43, -6.50], [1.34, -2.70, -6.86], [1.28, -3.73, -5.93], [0.78, -3.49, -4.65], [-2.40, -1.88, -2.84], [-3.01, -0.83, -3.54], [-4.39, -0.69, -3.61], [-5.21, -1.62, -2.96], [-4.64, -2.69, -2.30], [-3.25, -2.83, -2.25], [-1.65, -2.61, 0.08], [-0.98, -4.07, 1.94], [1.09, -5.42, 1.79], [2.46, -5.33, -0.28], [1.78, -3.89, -2.15], [0.09, -0.19, -4.93], [0.94, -0.62, -7.22], [1.73, -2.88, -7.85], [1.63, -4.72, -6.20], [0.72, -4.31, -3.94], [-2.38, -0.08, -4.01], [-4.83, 0.14, -4.14], [-6.29, -1.49, -2.97], [-5.27, -3.42, -1.80], [-2.82, -3.68, -1.73]]}



[4]
{"formula": "C37H25N5O3W", "method": "ωB97M-V/def2-TZVPD", "homo_energy_ev": 0.11, "lumo_ev": 4.08, "relative_energy_ev": 0.000, "orbital_gap_ev": 4.0, "mol_weight_da": 771.479, "charge": -2, "species": ["W", "O", "C", "C", "C", "C", "C", "C", "C", "O", "N", "N", "C", "C", "C", "C", "C", "C", "C", "O", "H", "H", "H", "H", "H", "H", "H", "H", "H", "H", "N", "C", "C", "C", "C", "C", "C", "C", "C", "C", "C", "C", "C", "N", "C", "C", "C", "C", "N", "H", "H", "H", "H", "H", "H", "H", "H", "H", "H", "C", "C", "C", "C", "C", "C", "C", "H", "H", "H", "H", "H"], "xyz": [[-0.52, 1.06, 0.41], [4.58, -1.11, 0.67], [3.88, -2.02, -0.05], [4.52, -3.18, -0.47], [3.83, -4.14, -1.19], [2.49, -3.97, -1.51], [1.85, -2.81, -1.10], [2.53, -1.83, -0.39], [1.81, -0.62, 0.04], [0.63, -0.39, -0.43], [2.40, 0.20, 0.89], [1.55, 1.23, 1.21], [2.01, 2.18, 1.92], [1.22, 3.33, 2.34], [1.89, 4.47, 2.80], [1.20, 5.59, 3.23], [-0.20, 5.57, 3.23], [-0.88, 4.44, 2.81], [-0.20, 3.31, 2.35], [-0.87, 2.24, 1.99], [3.95, -0.42, 0.96], [5.57, -3.31, -0.21], [4.35, -5.04, -1.50], [1.93, -4.73, -2.04], [0.80, -2.65, -1.33], [3.06, 2.14, 2.22], [2.97, 4.47, 2.80], [1.73, 6.47, 3.56], [-0.75, 6.43, 3.56], [-1.96, 4.41, 2.81], [-0.97, -8.07, -2.95], [-1.15, -7.07, -2.39], [-1.35, -5.86, -1.70], [-1.07, -5.72, -0.32], [-1.26, -4.55, 0.35], [-1.77, -3.35, -0.28], [-2.11, -3.54, -1.68], [-1.89, -4.71, -2.34], [-1.88, -2.12, 0.37], [-1.27, -1.81, 1.67], [-0.91, -2.58, 2.77], [-0.36, -1.71, 3.74], [-0.43, -0.44, 3.21], [-0.98, -0.48, 1.95], [-2.65, -1.04, -0.26], [-3.89, -1.13, -0.86], [-4.20, 0.14, -1.44], [-3.16, 0.97, -1.15], [-2.20, 0.29, -0.41], [-0.68, -6.58, 0.22], [-1.04, -4.55, 1.40], [-2.50, -2.71, -2.24], [-2.12, -4.77, -3.40], [-1.04, -3.64, 2.92], [0.01, -1.97, 4.72], [-0.14, 0.50, 3.66], [-4.48, -2.03, -0.92], [-5.09, 0.40, -1.99], [-3.02, 2.02, -1.36], [-0.30, 2.41, -0.76], [-0.22, 3.51, -1.69], [-0.70, 3.38, -3.00], [-0.63, 4.45, -3.88], [-0.07, 5.66, -3.49], [0.41, 5.79, -2.19], [0.34, 4.74, -1.30], [-1.13, 2.43, -3.30], [-1.01, 4.33, -4.89], [-0.02, 6.49, -4.18], [0.85, 6.73, -1.87], [0.71, 4.84, -0.29]]}



[5]
{"formula": "C37H27CoN4O7P", "method": "ωB97M-V/def2-TZVPD", "homo_energy_ev": [-8.08, -8.34], "lumo_ev": [-0.50, -0.49], "spin_multiplicity": 2, "relative_energy_ev": 0.716, "orbital_gap_ev": [7.6, 7.8], "s_squared": 0.781, "mol_weight_da": 729.551, "species": ["Co", "O", "C", "N", "C", "O", "C", "C", "C", "C", "C", "N", "C", "C", "C", "C", "C", "N", "H", "H", "H", "H", "H", "H", "H", "H", "O", "C", "O", "C", "C", "C", "C", "C", "N", "C", "O", "O", "H", "H", "H", "H", "O", "P", "C", "C", "C", "C", "C", "C", "C", "C", "C", "C", "C", "C", "C", "C", "C", "C", "C", "C", "H", "H", "H", "H", "H", "H", "H", "H", "H", "H", "H", "H", "H", "H", "H"], "xyz": [[-1.94, 1.17, -1.43], [-3.15, 2.94, -4.88], [-2.88, 2.59, -3.75], [-2.01, 1.63, -3.33], [-1.05, 1.14, -4.17], [-0.65, 1.59, -5.23], [-0.43, -0.14, -3.63], [0.59, -0.78, -4.32], [1.02, -2.01, -3.84], [0.41, -2.55, -2.72], [-0.59, -1.82, -2.10], [-0.98, -0.63, -2.53], [-3.61, 3.26, -2.60], [-4.50, 4.29, -2.85], [-5.12, 4.92, -1.79], [-4.83, 4.49, -0.50], [-3.94, 3.45, -0.33], [-3.33, 2.85, -1.36], [0.99, -0.32, -5.21], [1.82, -2.54, -4.34], [0.69, -3.52, -2.33], [-1.10, -2.20, -1.22], [-4.68, 4.56, -3.88], [-5.82, 5.73, -1.96], [-5.30, 4.95, 0.36], [-3.71, 3.07, 0.66], [0.72, 3.46, 0.64], [-0.18, 2.64, 0.12], [-0.38, 2.53, -1.08], [-0.99, 1.84, 1.10], [-0.89, 1.84, 2.47], [-1.70, 0.93, 3.16], [-2.54, 0.09, 2.46], [-2.59, 0.18, 1.07], [-1.82, 1.04, 0.45], [-3.46, -0.65, 0.11], [-4.06, -1.61, 0.58], [-3.40, -0.22, -1.08], [1.17, 3.90, -0.09], [-0.21, 2.51, 2.98], [-1.65, 0.88, 4.24], [-3.17, -0.65, 2.96], [0.67, -0.16, 0.00], [1.60, -1.01, 0.80], [1.84, -0.35, 2.47], [2.48, 0.89, 2.57], [2.62, 1.51, 3.80], [2.11, 0.89, 4.94], [1.48, -0.34, 4.85], [1.35, -0.96, 3.61], [0.99, -2.69, 1.01], [1.78, -3.83, 0.88], [1.21, -5.09, 1.03], [-0.14, -5.22, 1.28], [-0.95, -4.09, 1.39], [-0.38, -2.83, 1.26], [3.23, -1.08, 0.06], [3.35, -0.62, -1.25], [4.59, -0.64, -1.87], [5.71, -1.10, -1.19], [5.59, -1.54, 0.12], [4.36, -1.53, 0.75], [2.87, 1.36, 1.68], [3.12, 2.46, 3.88], [2.21, 1.38, 5.91], [1.09, -0.82, 5.74], [0.86, -1.93, 3.55], [2.83, -3.73, 0.66], [1.83, -5.97, 0.93], [-0.58, -6.20, 1.39], [-2.01, -4.18, 1.56], [-1.01, -1.95, 1.31], [2.47, -0.27, -1.77], [4.69, -0.29, -2.89], [6.68, -1.10, -1.68], [6.47, -1.90, 0.65], [4.27, -1.86, 1.78]]}



[6]
{"formula": "C37H28F3N2O6P2S2SeTc", "method": "ωB97M-V/def2-TZVPD", "homo_energy_ev": [-5.27, -5.23], "lumo_ev": [2.42, 1.20], "spin_multiplicity": 4, "relative_energy_ev": 0.000, "orbital_gap_ev": [7.7, 6.4], "s_squared": 3.783, "mol_weight_da": 956.675, "charge": -1, "species": ["Tc", "N", "P", "C", "C", "C", "C", "C", "C", "C", "C", "C", "C", "C", "C", "P", "C", "C", "C", "C", "C", "C", "C", "C", "C", "C", "C", "C", "H", "H", "H", "H", "H", "H", "H", "H", "H", "H", "H", "H", "H", "H", "H", "H", "H", "H", "H", "H", "H", "F", "C", "F", "F", "C", "C", "C", "C", "N", "C", "S", "H", "H", "H", "O", "C", "O", "C", "C", "C", "C", "C", "C", "S", "H", "H", "H", "H", "O", "Se", "O", "O", "O"], "xyz": [[-1.09, -0.17, -0.49], [1.62, 0.05, 0.87], [0.45, 1.20, 0.85], [0.01, 1.57, 2.58], [0.53, 0.82, 3.63], [0.15, 1.09, 4.93], [-0.77, 2.10, 5.19], [-1.30, 2.84, 4.15], [-0.91, 2.58, 2.84], [1.09, 2.83, 0.37], [2.43, 3.14, 0.54], [2.90, 4.41, 0.21], [2.02, 5.36, -0.28], [0.68, 5.05, -0.46], [0.21, 3.78, -0.15], [1.00, -1.50, 0.03], [1.39, -2.46, 1.55], [2.68, -2.42, 2.08], [2.98, -3.08, 3.26], [1.99, -3.77, 3.94], [0.71, -3.83, 3.41], [0.41, -3.19, 2.21], [2.36, -1.58, -1.20], [2.18, -2.26, -2.41], [3.17, -2.25, -3.37], [4.37, -1.60, -3.15], [4.56, -0.92, -1.96], [3.56, -0.91, -1.00], [2.39, 0.09, 1.53], [1.21, 0.00, 3.43], [0.56, 0.50, 5.74], [-1.08, 2.30, 6.21], [-2.03, 3.61, 4.34], [-1.35, 3.15, 2.03], [3.12, 2.39, 0.90], [3.95, 4.64, 0.33], [2.38, 6.35, -0.54], [0.00, 5.78, -0.87], [-0.82, 3.52, -0.34], [3.46, -1.90, 1.54], [4.00, -3.06, 3.64], [2.22, -4.28, 4.87], [-0.06, -4.38, 3.93], [-0.58, -3.28, 1.80], [1.26, -2.79, -2.61], [2.99, -2.76, -4.31], [5.14, -1.59, -3.92], [5.49, -0.39, -1.77], [3.71, -0.32, -0.10], [1.39, 2.62, -5.11], [1.39, 1.29, -5.31], [2.58, 0.84, -4.88], [1.40, 1.12, -6.66], [0.23, 0.59, -4.68], [-0.77, 0.07, -5.48], [-1.88, -0.54, -4.90], [-1.91, -0.64, -3.52], [-0.95, -0.15, -2.75], [0.10, 0.53, -3.27], [1.11, 1.29, -2.14], [-0.68, 0.14, -6.55], [-2.67, -0.95, -5.49], [-2.71, -1.14, -3.00], [-3.98, 2.65, 0.05], [-3.58, 1.50, 0.01], [-2.56, 1.12, -0.72], [-4.29, 0.40, 0.75], [-5.68, 0.45, 0.77], [-6.42, -0.54, 1.39], [-5.76, -1.60, 2.00], [-4.38, -1.65, 2.00], [-3.62, -0.65, 1.39], [-1.88, -0.68, 1.65], [-6.17, 1.29, 0.30], [-7.50, -0.50, 1.39], [-6.32, -2.40, 2.48], [-3.86, -2.47, 2.48], [-1.92, -4.53, -0.44], [-1.22, -3.37, -1.28], [0.31, -3.08, -0.61], [-2.05, -1.93, -1.01], [-1.03, -3.58, -2.85]]}